This record from the Open Molecules 2025 dataset describes a structure of composition C34H29CrF5NP2S4Sb in a non-equilibrium geometry. The level of theory is ωB97M-V/def2-TZVPD.

Values from the calculation:
net charge = -1
highest occupied orbital energy (spin up / spin down) = -0.1690 / -0.1692 hartree
multiplicity = 4
<S²> = 3.835
molar mass = 910.58 g/mol
relative energy (zero: lowest compared OMol25 entry of this formula, charge and spin) = 0.730 eV

Last column: Mulliken charge in e.
Cartesian coordinates (Å):
Cr -0.16054 -0.17172 0.19296  1.15
C 1.48312 2.88416 -0.59612  -3.44
N 2.75163 2.66202 0.06667  1.39
C 2.91977 1.47012 0.86604  -2.36
P 2.18126 -0.03546 0.04480  0.86
C 3.29244 -1.31184 0.71171  0.79
C 3.87301 -2.28913 -0.09034  -0.27
C 4.63794 -3.29032 0.48699  -0.82
C 4.81100 -3.33310 1.86243  -0.50
C 4.20291 -2.38170 2.66847  -0.82
C 3.43653 -1.37969 2.09740  -0.40
C 2.77384 0.18927 -1.67387  0.73
C 1.84435 0.19068 -2.71395  -0.66
C 2.25210 0.36235 -4.02659  -0.93
C 3.59781 0.54965 -4.30893  -0.60
C 4.52649 0.57532 -3.27899  -0.85
C 4.11903 0.39272 -1.96644  -0.41
C 3.69031 3.68062 0.13922  0.53
C 4.55128 3.80357 1.23654  -0.15
C 5.49246 4.81877 1.28340  -0.85
C 5.59650 5.74084 0.25251  -0.50
C 4.74321 5.62985 -0.83660  -0.80
C 3.80635 4.61314 -0.90072  -0.34
P 0.02435 2.24997 0.38981  1.16
C 0.28383 3.26113 1.90197  0.49
C 0.88138 4.52154 1.83907  -0.48
C 1.08312 5.25791 2.99372  -0.75
C 0.67168 4.76126 4.22390  -0.59
C 0.06055 3.52089 4.29215  -0.76
C -0.11667 2.76707 3.13943  0.00
C -1.27221 3.20685 -0.47244  0.89
C -1.25419 3.32401 -1.86159  -0.26
C -2.24862 4.03619 -2.51341  -0.73
C -3.27811 4.61364 -1.78540  -0.56
C -3.32027 4.46083 -0.40781  -0.68
C -2.32083 3.76243 0.25220  -0.49
H 1.45175 2.40531 -1.57635  0.64
H 1.33383 3.94894 -0.76005  1.35
H 2.44551 1.54834 1.85733  0.46
H 3.98378 1.28405 1.00961  1.16
H 3.71234 -2.27623 -1.15996  0.50
H 5.08766 -4.04934 -0.14063  0.40
H 5.40142 -4.12355 2.30844  0.38
H 4.31005 -2.43138 3.74439  0.42
H 2.92075 -0.66314 2.72690  0.28
H 0.79048 0.05277 -2.49632  0.55
H 1.52213 0.34488 -4.82552  0.47
H 3.92342 0.67582 -5.33378  0.40
H 5.57452 0.73842 -3.49745  0.43
H 4.84906 0.40944 -1.16570  0.44
H 4.46149 3.12012 2.07063  0.45
H 6.13954 4.89945 2.14814  0.38
H 6.33114 6.53430 0.29717  0.39
H 4.81749 6.33584 -1.65459  0.39
H 3.17055 4.52664 -1.77254  0.40
H 1.19507 4.95546 0.89882  0.34
H 1.56802 6.22442 2.92719  0.45
H 0.82805 5.34808 5.12107  0.37
H -0.28991 3.13011 5.23883  0.46
H -0.57084 1.79240 3.21158  0.22
H -0.47480 2.84737 -2.44497  0.27
H -2.22707 4.12785 -3.59260  0.42
H -4.05042 5.17565 -2.29632  0.37
H -4.14478 4.87117 0.16134  0.42
H -2.38109 3.61802 1.32336  0.24
S -3.40324 1.69680 3.07038  -0.61
Sb -2.81679 -0.28693 2.13181  0.62
S -2.34812 0.06053 -0.27110  -0.89
S -0.37896 -0.64878 2.38824  -0.67
S -4.12685 -2.03620 2.70353  -0.65
F 0.91982 -2.78100 0.47914  -0.22
C 0.05844 -2.09834 -0.36486  0.65
F 0.75217 -2.10574 -1.60105  -0.28
C -1.06975 -3.10381 -0.60746  0.27
F -1.88131 -3.18934 0.44216  -0.16
F -1.77917 -2.78464 -1.70193  -0.24
F -0.59610 -4.34751 -0.82622  -0.27

---

This record from the Open Molecules 2025 dataset describes a structure of composition C19H56AlAsF6N4O7 in a non-equilibrium geometry. The level of theory is ωB97M-V/def2-TZVPD.

Values from the calculation:
net charge = +2
highest occupied orbital energy = -0.4863 hartree
multiplicity = 1
molar mass = 668.57 g/mol

Last column: Mulliken charge in e.
Cartesian coordinates (Å):
Al 1.58036 -4.48931 1.72041  0.98
As -0.35809 1.04594 0.21485  2.13
F -1.12791 2.51394 -0.47066  -0.55
F 0.34849 0.72056 -1.33622  -0.53
F 0.47351 -0.49115 0.72926  -0.57
F -1.05542 1.34226 1.83689  -0.51
F -1.80635 0.17511 -0.33091  -0.49
F 1.09611 1.90523 0.68911  -0.48
C 3.80924 5.30296 -1.96629  -0.43
O 4.05059 4.37402 -0.91219  -0.43
H 3.97246 6.36686 -1.79426  0.25
H 4.50214 5.07437 -2.77607  0.23
H 2.79156 5.11687 -2.30953  0.18
H 3.23204 3.89853 -0.75255  0.35
C -3.74280 6.31576 -0.33675  -0.53
O -4.20396 5.04366 -0.52874  -0.39
H -4.55408 6.81478 0.19326  0.24
H -2.91902 6.41860 0.36958  0.28
H -3.52164 6.83352 -1.27008  0.26
H -3.45385 4.52275 -0.82469  0.32
C -2.86373 2.92978 6.71413  -0.45
O -2.51547 1.89707 5.98108  -0.40
H -2.37280 2.80267 7.67897  0.21
H -2.60246 3.83369 6.16387  0.26
H -3.91130 2.98109 7.01090  0.23
H -2.11823 2.10359 5.13186  0.35
C -1.93482 4.17468 -5.15614  -1.67
C -0.95312 3.64629 -6.20319  0.73
C -0.90514 4.60830 -7.46577  -0.49
O -0.21077 3.94465 -8.51905  -0.28
C -1.01365 2.89764 -9.17257  -0.61
N 0.25403 3.38347 -5.42983  -0.44
H -2.79627 4.69427 -5.57570  0.37
H -1.46557 4.95718 -4.55983  0.41
H -2.24553 3.47750 -4.37800  0.43
H -1.33324 2.66662 -6.49282  0.13
H -0.44894 5.55157 -7.16541  0.39
H -1.92389 4.86730 -7.75418  0.37
H -0.44938 2.31720 -9.90251  0.29
H -1.89773 3.36384 -9.60747  0.31
H -1.26615 2.14894 -8.42171  0.27
H 1.01812 2.98562 -5.95706  0.28
H 0.12449 2.75008 -4.65386  0.26
C 3.51743 -1.78053 -4.10234  -1.38
C 3.53920 -2.55293 -2.79733  0.37
C 4.32026 -1.80797 -1.67415  -0.94
O 4.30278 -2.26571 -0.31163  -0.21
C 5.23903 -1.67587 0.52452  -0.79
N 2.15407 -2.69757 -2.25404  -0.54
H 4.56794 -1.62654 -4.34891  0.35
H 3.03493 -0.82662 -3.88933  0.36
H 2.93100 -2.20284 -4.91833  0.39
H 3.90639 -3.52837 -3.11636  0.38
H 4.12180 -0.76108 -1.44449  0.40
H 5.39844 -1.75729 -1.82605  0.44
H 5.12431 -2.05891 1.53853  0.24
H 5.28236 -0.58831 0.58302  0.31
H 6.22020 -2.03190 0.21045  0.39
H 1.71367 -3.24998 -2.97585  0.30
H 1.73751 -1.81049 -2.49830  0.15
C -4.16606 -4.57890 -1.26043  -1.33
C -2.94813 -4.22642 -0.40699  0.11
C -3.44645 -3.60895 0.91419  -0.99
O -2.49717 -3.04556 1.80217  -0.17
C -3.09039 -2.46949 3.01500  -0.74
N -2.07735 -5.30648 -0.04976  -0.55
H -3.75600 -5.25855 -2.00744  0.36
H -4.74509 -3.79014 -1.74073  0.37
H -4.89105 -4.96997 -0.54660  0.37
H -2.40809 -3.39607 -0.86194  0.43
H -4.05336 -4.28530 1.51611  0.42
H -4.09133 -2.75167 0.72108  0.45
H -3.65644 -1.61354 2.64754  0.36
H -2.30485 -2.07956 3.66230  0.23
H -3.67210 -3.16685 3.61782  0.34
H -2.81322 -5.98746 0.07218  0.31
H -1.58776 -5.62122 -0.87519  0.27
C 0.39555 -3.99195 8.01393  -1.28
C 0.83110 -3.58360 6.57422  0.35
C 1.79972 -2.38641 6.55084  -0.88
O 2.02755 -2.04023 5.16929  -0.20
C 2.22337 -0.63096 5.13135  -0.79
N 1.47481 -4.74964 6.00845  -0.52
H -0.32888 -4.80268 7.93632  0.39
H -0.00703 -3.15718 8.58769  0.37
H 1.30550 -4.30978 8.52290  0.38
H 0.01907 -3.21479 5.94757  0.14
H 2.78088 -2.69871 6.90845  0.32
H 1.39696 -1.59693 7.18536  0.48
H 3.00036 -0.38957 5.85669  0.35
H 1.26582 -0.14649 5.32238  0.29
H 2.52658 -0.13356 4.21008  0.29
H 0.87075 -5.55055 6.12577  0.29
H 2.22960 -5.02622 6.61992  0.30

---

This record from the Open Molecules 2025 dataset describes a structure of composition C2H10N6 in a non-equilibrium geometry. The level of theory is ωB97M-V/def2-TZVPD.

Values from the calculation:
net charge = 0
highest occupied orbital energy (spin up / spin down) = -0.2399 / -0.2399 hartree
multiplicity = 1
molar mass = 118.14 g/mol
relative energy (zero: lowest compared OMol25 entry of this formula, charge and spin) = 8.350 eV

Last column: Mulliken charge in e.
Cartesian coordinates (Å):
N -0.32937 -0.42780 -1.18659  -0.04
N -0.78233 -1.72944 -1.07482  -0.59
C 1.20503 0.12377 -0.28221  0.02
C 2.08678 -0.84496 0.11504  -0.93
H -0.13799 -0.13226 -2.14330  0.34
H -1.38635 -1.78685 -0.24603  0.30
H -1.31820 -2.01499 -1.88834  0.24
H 1.62279 0.87462 -0.95955  0.24
H 3.09441 -0.85351 -0.27519  0.26
H 1.75388 -1.69352 0.69732  0.24
N 0.61568 2.06665 0.96969  -0.68
N -1.89696 -0.06301 0.83110  -0.47
N 0.22565 0.75628 0.65564  0.15
N -1.07007 0.71443 0.05334  -0.12
H 0.35831 2.70185 0.21206  0.27
H 0.12547 2.35935 1.80744  0.24
H -1.43235 -0.49590 1.62564  0.27
H -2.73438 0.44530 1.08877  0.26

---

This record from the Open Molecules 2025 dataset describes a structure of composition C17H27AuN7O2Si. The level of theory is ωB97M-V/def2-TZVPD.

Values from the calculation:
net charge = +1
highest occupied orbital energy = -0.3954 hartree
multiplicity = 1
molar mass = 586.50 g/mol
relative energy (zero: lowest compared OMol25 entry of this formula, charge and spin) = 0.656 eV

Last column: Mulliken charge in e.
Cartesian coordinates (Å):
Au 0.62807 0.39260 0.65892  1.34
N 0.39979 2.50490 1.02450  -0.70
N 1.54980 3.30223 1.17614  -0.33
C 2.79740 2.75147 1.27959  0.67
N 3.79706 3.59471 1.50104  -0.35
N 2.81219 1.44601 1.10490  -0.27
N 4.01195 0.74628 1.15293  0.97
O 5.06664 1.32031 1.37372  -0.75
O 3.90442 -0.43216 0.91964  -0.59
H -0.15687 2.85557 0.24783  0.40
H -0.16742 2.55154 1.86969  0.37
H 1.41015 4.28750 1.33068  0.18
H 3.64022 4.58167 1.60495  0.15
H 4.72347 3.20000 1.59092  0.23
C 1.38901 -2.27806 -0.74856  -1.24
N 0.69006 -1.59638 0.35711  0.41
C 0.39627 -2.28583 1.43337  0.29
C 0.01170 -1.70406 2.64723  -0.27
C -0.35831 -2.27170 3.87723  -0.94
C -0.55331 -1.20640 4.74302  -0.76
C -0.28631 -0.03727 4.00892  -0.57
N 0.03560 -0.32291 2.74722  0.01
C 0.79105 -2.04958 -2.10646  0.02
C -0.44991 -2.59199 -2.42925  0.24
C -1.02835 -2.33320 -3.66063  -0.87
C -0.36265 -1.53695 -4.58567  -0.41
C 0.88701 -1.01882 -4.28221  -0.66
C 1.46248 -1.27696 -3.04485  -0.13
H 1.36466 -3.34373 -0.50789  0.50
H 2.43328 -1.96180 -0.73765  0.31
H 0.50336 -3.36552 1.36785  0.38
H -0.46134 -3.32127 4.09635  0.50
H -0.84382 -1.25607 5.77872  0.45
H -0.32962 0.98097 4.36802  0.42
H -0.96663 -3.21609 -1.70888  0.50
H -1.99106 -2.76055 -3.90745  0.43
H -0.81156 -1.33862 -5.54954  0.42
H 1.41602 -0.41766 -5.00922  0.42
H 2.43746 -0.87004 -2.80295  0.38
C -2.79888 2.00298 0.55127  -1.08
Si -2.36875 0.61529 -0.63907  0.01
C -2.80123 -1.02743 0.11598  -0.70
C -3.22448 0.85289 -2.28252  -1.04
C -0.52615 0.71861 -1.06088  -0.33
H -3.88047 2.07992 0.67410  0.38
H -2.45722 2.98032 0.19934  0.33
H -2.39210 1.80777 1.54820  0.27
H -3.88064 -1.09618 0.26289  0.49
H -2.32059 -1.17441 1.08550  0.19
H -2.50480 -1.84492 -0.54383  0.19
H -4.30733 0.85841 -2.13810  0.35
H -2.97779 0.03198 -2.95888  0.29
H -2.94834 1.78711 -2.77261  0.34
H -0.16856 1.69329 -1.40791  0.76
H -0.23461 -0.00775 -1.81276  -0.61